Record 1
A 2-piece molecular cluster, C8H8N2O3 overall at a distorted geometry. Source: OMol25; level of theory: ωB97M-V/def2-TZVPD.

Cartesian coordinates (Å):
O -2.37639 -3.35224 0.18929
N -1.52468 -2.56947 0.02496
C -0.79982 -1.66681 -0.11584
C 0.35483 -0.88793 -0.25234
C 0.65013 0.18009 0.68562
C 1.77068 0.89904 0.52394
C 2.71194 0.58503 -0.52276
C 2.36670 -0.36669 -1.49651
C 1.16496 -0.99017 -1.37414
H -0.15277 0.62373 1.35616
H 1.84973 1.73120 1.17401
H 3.73014 0.98816 -0.60498
H 3.16810 -0.68204 -2.21788
H 0.94019 -1.72845 -2.03516
C -2.86031 -0.08269 0.12775
N -3.79691 1.03516 0.43599
O -3.28633 2.12496 0.28063
O -4.97662 0.81696 0.64964
H -1.94716 0.06448 0.70819
H -3.36721 -1.12052 0.47169
H -2.81474 -0.02535 -0.97987

Cartesian forces (eV/Å) of the 6 atoms listed first:
-2.1 -2.1 0.3
2.6 2.7 -0.4
-0.7 -2.2 0.1
1.0 2.8 0.6
-2.8 -0.9 -0.7
2.0 0.1 -1.7

Calculated values
Charge: 0
Energy above the lowest of the compared OMol25 structures with the same formula, charge and spin: 642.9 kJ/mol
E: -644.6377 Eh
M: 180.2 u
Orbital gap: 8.9 eV
LUMO: -0.190 eV
Strongest force on any atom: 0.074 Eh/bohr
SMILES string: [O-][N+]#Cc1ccccc1.C[N+](=O)[O-]
E_HOMO: -9.10 eV

=====

Record 2
A 2-piece molecular cluster, C8H8N2OS overall at a distorted geometry. Source: OMol25; level of theory: ωB97M-V/def2-TZVPD.

Cartesian coordinates (Å):
C 3.28146 -1.03260 -0.16000
C 3.48203 0.29616 0.07329
C -2.45364 0.93229 0.70304
C -1.94317 1.62274 -0.33497
C 2.02817 -1.51506 -0.35289
C 2.41335 1.24673 -0.27703
C -2.28119 -0.49496 0.66052
C -1.51092 0.84580 -1.42894
N 1.06081 -0.66029 -0.46583
N 1.23352 0.56799 -0.50638
O 2.44386 2.48101 -0.24450
S -1.50169 -0.79858 -0.97990
H 4.10942 -1.74445 -0.09799
H 4.46435 0.88588 0.31772
H -3.19158 1.28690 1.45021
H -1.82405 2.71993 -0.29559
H 1.86826 -2.56466 -0.55411
H -1.66200 -0.90317 1.52052
H -3.31500 -0.88337 0.67055
H -1.42307 1.17725 -2.44257

Cartesian forces (eV/Å) of the 6 atoms listed first:
2.9 0.5 1.1
1.5 2.7 -0.7
-0.7 1.5 0.7
-0.3 2.0 0.9
-0.5 -1.6 -0.7
0.4 -0.1 1.3

Calculated values
Charge: 0
Energy above the lowest of the compared OMol25 structures with the same formula, charge and spin: 392.0 kJ/mol
E: -892.4130 Eh
M: 180.2 u
Orbital gap (alpha / beta): 5.9 / 6.5 eV
LUMO (alpha / beta): -1.468 / -1.084 eV
Strongest force on any atom: 0.061 Eh/bohr
E_HOMO (alpha / beta): -7.39 / -7.62 eV